2 unconnected molecules or ions with the total composition C11H23ClNO5PS, computed with ωB97M-V with the def2-TZVPD basis set.

Element x y z (Å)
C1 1.223 2.485 1.382
C2 0.111 2.505 0.351
O1 -0.869 1.555 0.728
C3 -1.944 1.485 -0.147
C4 -3.089 0.687 0.464
O2 -3.343 0.538 1.632
N1 -3.825 0.148 -0.599
C5 -3.301 0.748 -1.847
P1 -4.063 0.064 -3.419
O3 -4.359 1.487 -4.169
Cl1 -2.414 -0.533 -4.526
C6 -1.778 0.811 -1.525
C7 -1.106 -0.568 -1.366
C8 0.400 -0.566 -1.080
C9 1.219 -0.097 -2.279
O4 0.803 -1.907 -0.797
H1 2.091 3.025 0.989
H2 1.524 1.459 1.607
H3 0.915 2.980 2.305
H4 0.509 2.281 -0.650
H5 -0.341 3.508 0.301
H6 -2.368 2.497 -0.305
H7 -4.823 0.252 -0.459
H8 -3.663 1.789 -1.889
H9 -3.631 2.119 -4.101
H10 -1.268 1.434 -2.264
H11 -1.607 -1.141 -0.580
H12 -1.224 -1.144 -2.280
H13 0.622 0.054 -0.210
H14 0.764 0.768 -2.772
H15 2.235 0.166 -1.979
H16 1.263 -0.913 -3.007
H17 0.899 -1.996 0.163
C10 2.755 -3.460 4.019
S1 2.636 -1.989 3.000
O5 2.116 -2.440 1.679
C11 4.402 -1.755 2.780
H18 1.741 -3.798 4.221
H19 3.303 -4.229 3.477
H20 3.254 -3.210 4.956
H21 4.830 -2.648 2.327
H22 4.861 -1.548 3.747
H23 4.537 -0.902 2.118

The spin multiplicity is 1. The calculation puts the total energy at -56154.376 eV. Its total charge is 0. For the strongest force on any atom, the calculation gives 0.80 eV Å⁻¹.

Atomic partial charges in e from the Mulliken method, atoms 1 to 4: C -1.1624; C -0.1182; O -0.4101; C -0.5837